80
Properties=species:S:1:pos:R:3:forces:R:3 method="wB97M-V/def2-TZVPD" e_lumo_ev="-1.9449 / -2.1003" e_homo_ha="-0.2290 / -0.2119"
Ir -1.7446 0.7453 0.5075 -0.883 -0.705 -0.371
C -5.6813 4.4177 2.2041 -0.005 0.077 0.001
C -6.0815 3.1810 2.6877 -0.040 0.146 0.054
C -5.4497 2.0281 2.2694 0.318 -0.161 -0.142
C -4.3953 2.0953 1.3506 -0.795 0.979 0.427
C -4.0224 3.3409 0.8392 0.116 -0.445 -0.090
C -4.6568 4.4886 1.2732 -0.093 0.095 0.109
N -3.7395 0.9359 0.9338 1.497 -1.388 -1.106
N -4.4743 -0.1406 0.9686 -0.750 0.978 0.424
C -3.8015 -1.2655 0.6570 1.028 -0.294 -0.416
C -4.4492 -2.5093 0.6152 -0.012 0.247 0.043
C -3.7287 -3.6397 0.3157 -0.174 -0.168 0.002
C -2.3667 -3.5474 0.0411 0.227 0.078 -0.007
C -1.7226 -2.3212 0.0659 0.042 -0.266 0.016
C -2.4067 -1.1509 0.3754 -0.284 1.223 0.241
H -6.1736 5.3185 2.5393 -0.055 0.075 0.030
H -6.8931 3.1230 3.3983 -0.059 -0.042 0.064
H -5.7506 1.0578 2.6324 -0.013 -0.039 0.045
H -3.2514 3.3969 0.0863 0.134 -0.100 0.014
H -4.3574 5.4455 0.8700 0.007 0.085 -0.056
H -5.5057 -2.5492 0.8259 -0.182 -0.039 0.044
H -4.2161 -4.6043 0.2984 -0.048 -0.057 -0.015
H -1.8024 -4.4421 -0.1825 0.042 -0.093 -0.047
H -0.6633 -2.2928 -0.1511 0.158 0.016 -0.002
N 7.2390 -1.2883 -3.4634 0.235 -0.152 -0.085
C 6.2012 -1.1272 -2.9808 0.846 0.074 -0.426
C 4.9625 -0.9367 -2.3984 -1.478 1.032 0.034
C 4.0911 0.0678 -2.8307 1.593 -1.344 0.155
C 2.8309 0.1973 -2.3336 -1.474 -0.105 -0.038
C 2.2230 -0.8243 -1.4310 -0.193 -0.036 0.584
C 2.9105 -3.0549 -1.0897 0.246 -0.426 0.786
C 4.3404 -3.3161 -1.5559 -0.029 -0.079 0.038
C 1.2095 -0.2117 -0.4972 -0.189 -0.741 0.759
C 1.0605 -0.4309 0.8693 0.319 0.637 -1.709
C 1.9082 -1.0603 1.8141 0.252 -0.578 1.512
C 1.2273 -1.0598 3.0204 1.676 -0.429 -0.709
C 0.0001 -0.4417 2.7933 -0.859 1.110 -1.763
N -0.0969 -0.0311 1.5189 -0.609 0.019 1.160
C 0.1417 -1.6192 -2.7495 -0.515 -0.219 -0.968
C -0.7425 -2.4683 -3.4494 0.084 0.489 0.309
C -1.9407 -1.7767 -3.6007 0.123 -0.364 -0.275
C -1.7957 -0.5382 -3.0121 0.772 0.378 0.463
N -0.5273 -0.4291 -2.5220 0.034 -0.345 -0.232
H 4.4518 0.7605 -3.5793 -0.038 0.071 -0.051
H 2.1968 1.0166 -2.6323 0.018 0.013 -0.064
H 2.4482 -3.6362 -0.2852 -0.005 -0.031 -0.173
H 4.9619 -4.0079 -0.9962 -0.049 -0.037 0.106
H 2.8797 -1.4647 1.6180 0.165 0.037 -0.071
H 1.5612 -1.4663 3.9557 0.076 -0.152 0.114
H -0.8169 -0.3266 3.4828 -0.215 0.001 -0.039
H -0.5098 -3.4675 -3.7561 0.031 -0.229 -0.095
H -2.8345 -2.1245 -4.0852 -0.072 -0.039 -0.013
H -2.5055 0.2580 -2.9026 -0.109 0.158 0.182
C 5.5721 -1.6067 -0.0834 -0.226 -0.058 -0.202
C 4.5917 -1.7997 -1.2394 0.889 0.120 -0.106
C 4.1637 -3.6606 -3.0022 -0.478 0.000 0.080
C 2.8977 -3.4624 -3.3630 0.853 -0.591 -0.794
N 2.0708 -3.0657 -2.2913 -0.875 1.339 0.257
C 1.4198 -1.8301 -2.2944 1.169 -0.382 0.584
S -0.0053 0.7209 -1.3228 -1.785 0.575 1.407
N 3.1953 -1.6667 -0.7545 -0.402 0.091 0.076
H 6.5754 -1.8611 -0.4171 0.128 -0.014 0.026
H 5.2939 -2.2485 0.7502 0.031 -0.077 0.139
H 5.5625 -0.5688 0.2435 -0.018 0.078 0.025
H 4.9683 -4.0050 -3.6247 0.026 0.057 -0.270
H 2.4520 -3.5707 -4.3341 -0.054 -0.030 -0.205
C 1.6769 2.8697 1.6500 -0.298 0.008 0.068
As -0.1726 3.4837 1.6989 0.735 0.893 1.297
C -1.0467 3.0590 3.3837 0.179 -0.035 -0.238
C -0.0938 5.4290 1.5951 0.000 -0.289 -0.016
O -1.0136 2.9189 0.4248 -0.746 -0.632 -1.006
H 2.3238 3.5495 2.1994 -0.006 0.055 0.042
H 1.9812 2.8382 0.6015 -0.084 0.068 0.056
H 1.7609 1.8666 2.0641 -0.066 0.006 0.053
H -0.5416 3.5344 4.2211 0.079 0.064 0.015
H -1.0460 1.9771 3.5107 -0.002 0.109 -0.063
H -2.0806 3.4070 3.3226 0.103 -0.006 -0.114
H 0.5033 5.8165 2.4176 0.028 0.024 0.053
H -1.1031 5.8377 1.6532 0.018 -0.135 0.022
H 0.3533 5.7339 0.6475 -0.013 -0.151 0.060


78
Properties=species:S:1:pos:R:3:forces:R:3 method="wB97M-V/def2-TZVPD" total_charge=-2 e_lumo_ev=4.5083 e_homo_ha=-0.0502
Au -1.4871 -0.3563 1.4365 0.362 0.125 -0.348
C -3.6268 -2.4792 -0.6641 -1.111 -0.117 0.519
C -2.5238 -2.1500 -1.6803 -1.104 -0.395 -2.011
C -3.0503 -2.5516 -3.1458 -1.395 1.183 0.431
C -1.2608 -2.9033 -1.3607 1.688 2.156 1.329
C -0.8309 -3.9324 -2.1468 0.989 -1.923 0.152
C 0.3141 -4.6994 -1.8458 0.253 0.337 -0.502
C 1.0632 -4.4421 -0.6774 -0.740 -0.649 -0.277
C 0.6124 -3.4404 0.1783 -0.093 0.193 -0.182
C 1.1195 -3.4709 1.6278 1.589 -0.526 -1.236
C 2.2642 -4.5568 1.8274 -0.245 0.814 -0.764
C 1.7587 -2.2085 2.1177 -0.418 1.923 0.964
C -0.3420 -2.4462 -0.3243 0.848 -1.222 -0.751
N -0.1460 -1.1332 0.0565 -0.922 0.201 0.791
C 0.3403 -0.1390 -0.9453 -0.408 -1.173 -0.308
C -0.5493 1.0852 -0.9490 -0.310 0.007 -0.902
C -1.8454 1.4843 -1.2499 1.509 -0.703 0.354
C -1.8510 2.8896 -1.0685 -0.050 -0.186 0.346
C -0.6093 3.2930 -0.6516 0.577 0.290 -0.941
N 0.2273 2.1982 -0.6404 -2.679 -1.684 -0.208
C -0.1478 4.6536 -0.3144 0.074 0.446 2.119
C 1.1868 5.0737 -0.9231 -0.557 0.402 -1.438
C 0.0759 4.6659 1.2589 -0.362 -0.816 0.037
C -1.2373 5.6956 -0.6787 1.008 -0.156 0.409
H -4.6573 -2.4108 -1.1114 0.897 0.020 0.309
H -3.6350 -1.8736 0.2595 0.280 0.311 -0.613
H -3.5164 -3.4773 -0.2350 0.040 -0.314 -0.462
H -2.4638 -1.0700 -1.7515 0.713 0.056 0.373
H -3.4588 -3.5650 -3.1246 0.424 -0.172 -0.256
H -2.3949 -2.3550 -4.0193 0.138 -0.444 0.857
H -3.9641 -1.9367 -3.4099 0.799 -0.329 0.621
H -1.3923 -4.1868 -3.0257 -0.078 -0.215 -0.237
H 0.6275 -5.4541 -2.5791 -0.020 0.270 0.380
H 1.9818 -5.0317 -0.3942 -1.383 0.598 -0.640
H 0.2339 -3.7259 2.2020 -0.025 -0.146 0.429
H 1.9945 -5.5535 1.4809 -0.067 -0.090 0.359
H 2.5372 -4.5415 2.8670 -0.043 -0.311 0.621
H 3.2154 -4.2696 1.2958 -1.041 -0.047 0.214
H 2.6745 -2.0109 1.5496 -0.094 0.053 0.092
H 2.0138 -2.3058 3.1948 0.061 -0.015 -0.462
H 1.1063 -1.3012 2.0262 0.626 -0.966 -0.022
H 0.2822 -0.6626 -1.9475 0.314 0.603 0.658
H -2.6777 0.8425 -1.4809 -0.074 0.118 -0.052
H -2.7312 3.4906 -1.1350 -0.210 0.384 -0.066
H 1.9176 4.2675 -0.8686 0.079 0.110 0.359
H 1.4969 5.9999 -0.3890 0.140 -0.497 -0.632
H 1.0143 5.2589 -2.0310 0.356 0.126 1.109
H 0.7699 3.8782 1.6802 -0.783 0.595 -0.957
H -0.8992 4.5709 1.7673 0.297 -0.139 -0.145
H 0.4912 5.6083 1.5565 0.273 0.807 0.171
H -1.3099 5.7320 -1.7457 -0.303 -0.218 -0.847
H -0.8470 6.6898 -0.4267 -0.390 -0.064 0.461
H -2.2226 5.4689 -0.2566 0.319 0.253 0.130
N 7.6457 -1.8396 -3.2162 -2.188 0.819 1.287
C 6.6761 -1.4535 -2.6678 2.422 -0.647 -1.279
C 5.4899 -0.9595 -2.0573 -0.274 -0.674 0.975
C 4.4169 -1.8554 -1.8442 0.098 0.144 -0.673
C 3.2084 -1.3680 -1.3713 0.177 -0.568 0.120
C 3.0421 -0.0447 -0.9136 -0.519 0.632 -1.185
C 4.1366 0.8246 -1.0529 2.223 -0.395 -0.253
C 5.3768 0.3460 -1.5708 -1.540 1.067 0.530
C 1.7467 0.5336 -0.6579 -2.202 0.084 -0.207
C 1.5476 1.8817 -0.4841 2.843 0.943 0.484
H 4.5874 -2.9048 -2.1592 -0.549 0.741 0.174
H 2.3236 -1.9828 -1.4259 0.006 -0.346 0.316
H 3.9687 1.8862 -0.8154 0.265 -0.655 0.013
H 6.2380 1.0097 -1.6153 -0.206 0.002 -0.203
F -1.4723 -0.2499 4.6307 0.161 -0.391 -0.121
C -2.3435 0.6226 4.1038 -0.738 1.604 0.708
C -2.6030 0.7010 2.7387 -0.673 -0.215 0.829
C -3.5678 1.6497 2.3900 0.777 0.821 0.230
F -3.8492 1.8303 1.0777 -0.436 -0.042 0.383
C -4.0740 2.6155 3.2882 -0.292 -0.471 -1.449
F -4.9452 3.5791 2.9066 0.215 -0.144 -0.107
C -3.6848 2.5547 4.5882 0.096 0.170 2.249
F -4.0783 3.4219 5.5725 -0.366 0.060 -0.900
C -2.8723 1.5468 5.0401 0.882 -1.542 -1.787
F -2.5558 1.4499 6.3302 0.070 0.139 0.526


91
Properties=species:S:1:pos:R:3:forces:R:3 method="wB97M-V/def2-TZVPD" total_charge=+1 e_lumo_ev="-4.0521 / -3.3971" spin_multiplicity=8 e_homo_ha="-0.3760 / -0.3766"
Gd 0.3130 -0.0822 0.2910 -0.942 0.233 -0.134
C 4.4926 1.7924 -0.5452 -0.053 -0.019 0.025
C 3.2204 1.4633 -1.0034 0.028 -0.033 -0.011
N 2.6764 0.5010 -0.2571 0.002 0.025 0.095
N 3.5912 0.2016 0.6944 0.070 -0.021 0.049
C 4.6822 0.9644 0.5421 -0.042 -0.009 -0.089
B 3.4177 -0.9358 1.7228 -0.126 0.065 0.023
N 2.3389 -0.6004 2.7947 0.099 -0.226 0.045
C 2.5488 -0.3883 4.0992 -0.052 0.042 -0.012
C 1.3269 -0.2682 4.7352 -0.009 -0.006 -0.069
C 0.3970 -0.4229 3.7127 0.018 0.012 0.028
N 1.0083 -0.6374 2.5449 0.174 0.247 0.199
N 2.9883 -2.2178 0.9991 0.086 -0.003 -0.044
C 3.6169 -3.4017 1.0248 -0.024 -0.033 -0.030
C 2.8501 -4.3160 0.3350 -0.041 0.044 0.035
C 1.7401 -3.5796 -0.0748 0.012 0.013 0.013
N 1.8270 -2.3073 0.3165 0.045 0.011 0.042
H 5.1716 2.5206 -0.9457 0.053 0.049 -0.027
H 2.6857 1.8788 -1.8395 -0.032 0.019 -0.019
H 5.5207 0.8572 1.2059 0.056 -0.027 0.043
H 4.4596 -1.1069 2.2823 0.038 0.008 0.019
H 3.5486 -0.3379 4.4904 0.086 -0.023 0.018
H 1.1412 -0.0953 5.7786 -0.006 0.011 0.054
H -0.6787 -0.3743 3.7609 -0.022 0.012 -0.021
H 4.5571 -3.5123 1.5332 0.075 0.011 0.050
H 3.0512 -5.3568 0.1674 0.035 -0.074 -0.016
H 0.8781 -3.9385 -0.6131 -0.059 0.001 -0.035
O 0.6663 3.5782 -7.0598 0.313 0.086 -0.216
N 0.1023 3.7358 -6.0049 -0.371 -0.289 -0.182
O -0.6576 4.6434 -5.7488 -0.068 0.302 0.180
C 0.2589 2.6725 -4.9991 0.172 -0.251 0.079
C 0.5059 1.4381 -5.4820 -0.067 0.252 0.019
C 0.6126 0.3282 -4.5967 0.000 -0.021 0.268
C 0.8726 -0.9680 -5.0730 -0.017 -0.033 0.038
C 0.9787 -1.9938 -4.1759 -0.008 0.087 0.052
C 0.8163 -1.7061 -2.8138 0.061 -0.067 -0.068
N 0.5610 -0.5054 -2.3344 -0.077 0.111 0.014
C 0.4628 0.5213 -3.2132 0.017 -0.189 -0.129
C 0.2196 1.8536 -2.7050 -0.079 0.154 0.013
N 0.1089 1.9970 -1.3660 0.057 0.059 0.149
C -0.0870 3.2083 -0.8769 -0.018 -0.226 -0.007
C -0.1506 4.3522 -1.6712 -0.003 0.025 -0.269
C -0.0433 4.2283 -3.0331 -0.010 0.076 0.176
C 0.1264 2.9479 -3.5921 -0.001 -0.184 0.056
H 0.6120 1.2905 -6.5483 0.008 0.019 0.023
H 0.9887 -1.1320 -6.1362 0.013 -0.008 -0.025
H 1.1894 -3.0055 -4.4879 0.007 -0.032 -0.011
H 0.9194 -2.4971 -2.0864 -0.016 0.002 -0.009
H -0.2036 3.2895 0.1941 0.032 -0.024 0.030
H -0.2859 5.3189 -1.2100 0.000 0.031 0.019
H -0.0956 5.0976 -3.6693 -0.007 -0.020 0.018
C -3.3810 -0.2320 2.0424 0.057 0.061 -0.066
P -3.2828 0.3013 0.3249 -0.296 -0.052 -0.085
C -4.5526 -0.7132 -0.4620 0.091 0.108 -0.028
C -3.8779 1.9913 0.2438 0.084 -0.045 0.018
O -1.9667 0.1127 -0.3954 0.105 -0.076 -0.045
H -4.4210 -0.1403 2.3572 -0.032 -0.018 0.026
H -2.7517 0.3839 2.6777 0.001 0.005 -0.049
H -3.0874 -1.2798 2.1104 0.024 -0.018 0.005
H -5.5343 -0.4819 -0.0522 -0.050 0.000 0.015
H -4.3311 -1.7639 -0.2783 0.007 -0.041 -0.001
H -4.5612 -0.5370 -1.5360 0.001 0.033 -0.050
H -4.8426 2.0719 0.7434 -0.028 0.028 0.010
H -3.9863 2.2776 -0.8018 -0.007 0.004 -0.033
H -3.1637 2.6512 0.7313 0.026 -0.022 0.032
C -2.8026 -6.2993 0.3456 -0.033 -0.073 0.019
C -2.1941 -4.9346 0.3860 -0.020 0.386 -0.490
C -1.5466 -4.4404 1.5096 0.070 0.114 0.057
C -0.9724 -3.1813 1.4801 0.010 0.239 -0.443
N -1.0329 -2.3695 0.4060 0.227 -0.193 0.650
C -1.6715 -2.8280 -0.6696 -0.255 -0.195 -0.110
C -2.2473 -4.0870 -0.7317 0.090 -0.086 0.353
H -2.7719 -6.7771 1.3215 -0.007 -0.023 0.025
H -2.2665 -6.9332 -0.3615 0.022 -0.010 -0.010
H -3.8396 -6.2526 0.0129 -0.010 0.009 0.008
H -1.4696 -5.0374 2.4073 0.007 -0.019 0.048
H -0.4206 -2.8038 2.3316 0.007 0.019 0.003
H -1.7448 -2.1448 -1.5080 0.021 -0.012 0.006
H -2.7470 -4.4019 -1.6378 -0.005 -0.018 -0.037
F 0.9049 5.6998 4.6022 0.015 0.029 0.007
C 0.4534 4.6630 3.8960 -0.070 -0.131 -0.101
C 1.3234 3.9126 3.1135 -0.155 0.083 0.178
F 2.6186 4.2205 3.0572 -0.025 -0.008 0.000
C 0.8226 2.8413 2.4075 -0.304 -0.159 -0.005
F 1.6335 2.0811 1.6286 0.151 0.236 0.044
C -0.5268 2.4553 2.4111 0.257 0.366 0.474
O -0.9335 1.4465 1.7044 0.159 -0.599 -0.712
C -1.3722 3.2429 3.2136 0.214 -0.119 -0.138
F -2.6809 2.9338 3.2804 0.018 -0.007 -0.011
C -0.8947 4.3208 3.9373 0.199 0.039 0.023
F -1.7295 5.0378 4.6888 0.032 -0.026 -0.036


84
Properties=species:S:1:pos:R:3:forces:R:3 method="wB97M-V/def2-TZVPD" total_charge=-2 e_lumo_ev=3.8012 e_homo_ha=-0.0339
Ba -0.0767 -0.6691 0.6767 0.063 0.571 0.175
O -0.4411 -3.8222 3.2844 0.023 -0.053 0.315
C 0.0059 -3.4708 2.2014 -0.395 0.098 -0.683
O -0.6651 -2.9251 1.2382 0.005 -1.063 0.547
C 1.4714 -3.8117 1.8657 0.383 0.258 0.123
C 1.7298 -3.8939 0.3504 0.001 0.201 0.219
C 2.9950 -4.7151 0.0989 0.029 -0.161 -0.194
C 4.1016 -3.7085 0.4718 0.197 -0.082 -0.042
C 3.2751 -2.5184 0.9347 -0.308 0.132 -0.004
O 2.1548 -2.5470 0.0164 0.205 -0.281 0.438
C 2.6172 -2.8031 2.3082 -0.109 -0.221 -0.134
C 2.2901 -1.4235 2.9173 -0.292 -0.293 -0.062
O 3.2017 -0.8475 3.5210 0.296 -0.066 0.103
O 1.1540 -0.9503 2.6343 0.804 -0.082 1.303
H 1.6401 -4.7805 2.3446 0.103 0.082 -0.032
H 0.8637 -4.1665 -0.2427 0.019 0.082 -0.018
H 3.0142 -5.6143 0.7164 -0.009 -0.020 -0.033
H 3.0601 -5.0089 -0.9491 0.009 -0.008 -0.008
H 4.7743 -4.0661 1.2528 0.000 0.007 -0.013
H 4.6941 -3.4360 -0.4030 0.024 -0.006 0.011
H 3.7802 -1.5572 0.8756 -0.056 -0.001 -0.033
H 3.3351 -3.2699 2.9860 -0.063 -0.068 -0.099
O -0.9334 0.7296 -3.4703 0.020 -0.122 0.062
S -0.8447 0.8784 -2.0280 -0.546 -0.337 0.067
O -1.6546 -0.0979 -1.2472 0.418 1.223 -1.499
N 0.5839 0.8930 -1.3948 -0.152 0.609 -0.843
C 1.5427 1.8427 -1.7675 -0.139 -1.040 1.075
C 1.5023 2.6789 -2.8426 0.305 0.611 -0.580
C 2.5360 3.6298 -3.0699 -0.401 -0.247 -0.083
C 3.5952 3.7353 -2.2295 0.108 -0.161 0.337
C 3.6743 2.8698 -1.0964 0.353 0.418 -0.261
C 4.7497 2.9388 -0.1770 -0.025 0.140 -0.160
C 4.7689 2.1103 0.8949 -0.109 -0.298 0.244
C 3.7044 1.1860 1.0679 0.056 0.134 0.010
N 2.7044 1.0814 0.2330 -0.273 0.480 -0.639
C 2.6725 1.9251 -0.8580 -0.338 -0.485 0.284
C -1.5686 2.4690 -1.6976 -0.103 0.253 -0.005
C -1.2010 3.1805 -0.5646 -0.065 -0.003 0.023
C -1.7742 4.4188 -0.3163 0.023 0.007 0.036
C -2.7055 4.9468 -1.1974 0.038 -0.040 0.000
C -3.0656 4.2324 -2.3317 -0.060 0.042 -0.053
C -2.4967 2.9945 -2.5885 0.052 0.007 0.104
H 0.6898 2.6136 -3.5515 -0.056 -0.027 0.011
H 2.4628 4.2754 -3.9375 -0.013 0.006 0.002
H 4.3781 4.4662 -2.3923 0.030 -0.003 -0.001
H 5.5377 3.6677 -0.3375 -0.013 -0.009 -0.034
H 5.5652 2.1363 1.6272 -0.004 0.017 -0.003
H 3.6775 0.5395 1.9403 0.020 -0.026 0.079
H -0.4780 2.7702 0.1276 0.027 -0.038 0.000
H -1.4919 4.9652 0.5742 -0.002 0.006 0.005
H -3.1471 5.9151 -1.0002 -0.026 0.014 0.001
H -3.7908 4.6448 -3.0234 0.001 -0.012 0.003
H -2.7569 2.4356 -3.4759 0.022 -0.041 -0.029
N 0.5827 -3.0027 -2.8225 0.120 -0.025 0.014
C -0.5127 -2.6726 -2.9948 -0.125 -0.003 -0.267
N -1.7672 -2.3248 -3.2168 -0.101 -0.111 0.458
C -2.2659 -1.8985 -4.5082 0.064 0.003 0.049
C -3.2284 -2.9577 -5.0156 -0.026 -0.075 -0.045
O -4.2658 -3.2002 -4.0778 -0.012 0.046 0.044
C -3.7569 -3.6286 -2.8143 -0.031 -0.059 -0.037
C -2.8103 -2.6003 -2.2271 0.111 0.010 -0.139
H -1.4308 -1.7330 -5.1868 -0.018 -0.043 -0.015
H -2.7849 -0.9466 -4.3707 0.010 0.032 -0.040
H -2.6828 -3.8943 -5.2064 0.012 0.047 -0.011
H -3.7148 -2.6375 -5.9394 0.001 -0.008 0.029
H -3.2413 -4.5914 -2.9399 0.006 0.033 0.018
H -4.6223 -3.7727 -2.1671 0.010 -0.002 -0.028
H -2.3561 -2.9403 -1.2959 0.000 -0.046 -0.032
H -3.3364 -1.6674 -2.0231 -0.022 0.029 0.020
C -2.3777 0.8913 2.0355 -0.358 0.002 -0.350
C -2.2379 1.3375 3.3300 0.127 0.456 0.638
C -2.3205 0.4976 4.5030 0.037 0.101 -0.300
C -2.2622 1.0081 5.7668 -0.030 -0.193 0.108
C -2.0885 2.3843 6.0139 -0.038 0.334 0.544
C -1.9280 3.2234 4.8942 0.025 0.162 0.020
C -1.9844 2.7356 3.6229 -0.040 -0.333 -0.162
C -2.1087 2.9256 7.3399 0.067 -0.321 -0.572
N -2.1326 3.3635 8.4117 -0.014 0.048 0.049
H -2.5404 1.6427 1.2685 0.085 -0.038 -0.096
H -2.8595 -0.0633 1.8436 0.132 -0.143 0.068
H -2.4165 -0.5722 4.3622 -0.032 -0.020 -0.005
H -2.3457 0.3296 6.6098 0.005 0.033 -0.002
H -1.7580 4.2847 5.0515 -0.018 -0.030 0.012
H -1.8573 3.4126 2.7838 -0.021 0.012 -0.002